Molecular formula: C31H23CrF4O7
Method: DFT, ωB97M-V/def2-TZVPD

The geometry in ORCA input format:
```
! RIJCOSX wB97M-V def2-TZVPD def2/J DEFGRID3
* xyz -1 5
Cr -23.740 -10.276 -29.176
C -23.137 -10.072 -33.265
C -22.447 -9.985 -32.027
C -20.923 -10.315 -31.906
O -20.392 -10.234 -30.800
C -20.283 -10.595 -33.131
C -20.921 -10.670 -34.356
C -22.422 -10.402 -34.427
O -23.012 -10.460 -35.517
O -20.274 -10.931 -35.396
O -23.129 -9.729 -30.975
H -24.213 -9.980 -33.272
H -19.223 -10.813 -33.140
O -22.733 -7.036 -28.924
C -21.820 -7.927 -28.489
O -20.698 -7.568 -28.152
O -22.155 -9.172 -28.303
H -22.164 -6.246 -28.890
F -17.261 -6.813 -27.368
C -17.341 -5.655 -26.722
C -16.165 -5.042 -26.307
C -16.206 -3.834 -25.631
C -17.423 -3.149 -25.508
C -18.593 -3.726 -26.008
C -18.525 -4.962 -26.635
H -15.178 -5.415 -26.547
H -15.270 -3.417 -25.287
H -17.511 -2.216 -24.967
H -19.539 -3.221 -25.880
H -19.451 -5.418 -26.970
F -24.069 -8.205 -24.935
C -24.032 -6.877 -24.751
C -23.770 -6.431 -23.451
C -23.553 -5.102 -23.193
C -23.535 -4.181 -24.231
C -23.893 -4.606 -25.519
C -24.160 -5.957 -25.752
H -23.723 -7.142 -22.636
H -23.484 -4.767 -22.166
H -23.455 -3.103 -24.186
H -23.885 -3.944 -26.369
H -24.335 -6.293 -26.769
F -18.330 -7.851 -29.742
C -17.673 -7.745 -30.889
C -18.381 -7.697 -32.091
C -17.720 -7.688 -33.317
C -16.330 -7.730 -33.289
C -15.613 -7.757 -32.091
C -16.284 -7.834 -30.874
H -19.461 -7.746 -32.136
H -18.317 -7.937 -34.182
H -15.792 -7.797 -34.227
H -14.533 -7.813 -32.115
H -15.787 -7.807 -29.914
F -21.218 -4.284 -32.230
C -21.970 -3.938 -31.179
C -23.264 -3.465 -31.414
C -24.081 -3.133 -30.345
C -23.622 -3.439 -29.063
C -22.371 -3.933 -28.810
C -21.520 -4.168 -29.902
H -23.635 -3.238 -32.404
H -24.976 -2.557 -30.526
H -24.251 -3.229 -28.205
H -21.993 -4.237 -27.842
H -20.534 -4.579 -29.716
*
```

Values from the calculation:
E_tot	-3165.6710	Eh
molar mass	635.51	g mol⁻¹
expectation value of S²	6.06
ΔE to the lowest compared entry with this formula, charge and spin	123.89	kJ/mol
lowest unoccupied orbital energy (spin up / spin down)	0.0 / 0.0	eV
gap between HOMO and LUMO (spin up / spin down)	0.13522 / 0.13745	Eh

Molecular formula: C31H23N4O7RhS3
Method: DFT, ωB97M-V/def2-TZVPD

The geometry in ORCA input format:
```
! RIJCOSX wB97M-V def2-TZVPD def2/J DEFGRID3
* xyz -2 1
Rh -0.008 0.459 -0.058
C 3.974 -1.376 -0.762
C 2.673 -0.661 -1.060
N 1.944 -0.236 -0.071
N 2.535 -0.405 1.192
C 1.769 -0.205 2.200
S 0.107 0.195 2.213
S 2.547 -0.437 3.801
C 2.547 1.307 4.364
C 3.669 2.102 3.763
C 4.906 2.184 4.397
C 5.959 2.872 3.811
C 5.783 3.487 2.578
C 4.548 3.416 1.946
C 3.495 2.731 2.533
C 2.313 -0.511 -2.472
C 3.213 -0.954 -3.465
C 2.934 -0.891 -4.808
C 1.691 -0.377 -5.218
C 0.797 0.090 -4.299
C 1.086 0.088 -2.897
O 0.259 0.645 -2.113
H 3.982 -1.742 0.255
H 4.815 -0.687 -0.876
H 4.109 -2.210 -1.444
H 2.630 1.247 5.449
H 1.575 1.716 4.093
H 5.045 1.695 5.356
H 6.916 2.928 4.316
H 6.603 4.023 2.116
H 4.396 3.897 0.988
H 2.529 2.704 2.040
H 4.173 -1.351 -3.170
H 3.656 -1.240 -5.535
H 1.442 -0.346 -6.274
H -0.160 0.505 -4.589
N 0.910 3.361 0.464
C 0.523 2.290 0.253
O -4.876 3.404 -0.973
C -5.221 2.160 -0.530
C -6.564 1.803 -0.440
C -6.937 0.555 0.034
C -5.966 -0.346 0.439
C -4.630 0.019 0.354
C -4.228 1.259 -0.136
C -2.739 1.494 -0.354
O -2.361 2.226 -1.251
O -2.011 0.804 0.462
H -5.681 3.854 -1.248
H -7.321 2.517 -0.753
H -7.988 0.294 0.085
H -6.240 -1.328 0.803
H -3.850 -0.669 0.651
O -3.717 -4.748 0.163
S -2.718 -4.435 -0.834
O -2.336 -5.528 -1.702
N -1.442 -3.699 -0.193
C -1.295 -2.460 -0.656
O -0.412 -1.672 -0.267
C -2.326 -2.076 -1.692
C -2.409 -0.916 -2.440
C -3.505 -0.763 -3.282
C -4.473 -1.758 -3.388
C -4.354 -2.947 -2.675
C -3.263 -3.078 -1.841
H -1.650 -0.147 -2.371
H -3.608 0.153 -3.850
H -5.329 -1.607 -4.036
H -5.087 -3.739 -2.764
*
```

Values from the calculation:
E_tot	-3246.1076	Eh
molar mass	762.65	g mol⁻¹
ΔE to the lowest compared entry with this formula, charge and spin	0.00	kJ/mol
lowest unoccupied orbital energy	4.2	eV
gap between HOMO and LUMO	0.25278	Eh

Molecular formula: C31H23N6O5RuSb
Method: DFT, ωB97M-V/def2-TZVPD

The geometry in ORCA input format:
```
! RIJCOSX wB97M-V def2-TZVPD def2/J DEFGRID3
* xyz 1 2
Ru 1.230 -1.251 -0.291
N 2.754 0.052 2.335
C 1.896 -0.905 2.725
N 1.743 -1.138 4.021
C 0.883 -2.104 4.342
N 0.670 -2.347 5.637
N 0.200 -2.870 3.455
C 0.414 -2.548 2.204
N 1.213 -1.569 1.760
C -0.317 -3.277 1.130
C -1.172 -4.326 1.395
C -1.803 -4.948 0.325
C -1.554 -4.497 -0.959
C -0.684 -3.435 -1.147
N -0.074 -2.839 -0.120
H 3.354 0.411 3.061
H 3.151 -0.022 1.406
H 1.190 -1.836 6.328
H 0.064 -3.100 5.908
H -1.325 -4.634 2.418
H -2.479 -5.774 0.496
H -2.026 -4.955 -1.817
H -0.454 -3.040 -2.128
O 5.576 -0.960 -4.693
C 4.751 -1.009 -3.873
C 4.976 -0.974 -2.263
O 6.051 -0.939 -1.768
C 3.631 -0.995 -1.724
C 2.629 -1.079 -2.704
O 1.403 -1.109 -2.392
C 3.158 -1.089 -4.064
O 2.637 -1.156 -5.124
O 3.328 -0.957 -0.481
C 1.691 5.188 -0.749
C 2.030 4.350 0.305
C 1.473 3.084 0.390
C 0.568 2.656 -0.581
C 0.229 3.496 -1.637
C 0.792 4.764 -1.716
Sb -0.337 0.775 -0.348
C -1.751 0.732 -1.903
C -1.307 0.671 -3.224
C -2.223 0.668 -4.266
C -3.584 0.715 -3.994
C -4.029 0.756 -2.681
C -3.116 0.763 -1.634
C -1.546 1.189 1.328
C -2.272 2.379 1.352
C -3.061 2.692 2.449
C -3.119 1.827 3.533
C -2.398 0.643 3.517
C -1.616 0.324 2.414
H 2.129 6.176 -0.816
H 2.728 4.685 1.061
H 1.732 2.438 1.222
H -0.476 3.175 -2.394
H 0.524 5.420 -2.533
H -0.248 0.615 -3.447
H -1.874 0.627 -5.289
H -4.297 0.713 -4.807
H -5.090 0.786 -2.470
H -3.476 0.797 -0.613
H -2.219 3.071 0.519
H -3.627 3.614 2.460
H -3.729 2.077 4.391
H -2.442 -0.032 4.361
H -1.073 -0.610 2.402
*
```

Values from the calculation:
E_tot	-2234.7944	Eh
molar mass	782.39	g mol⁻¹
expectation value of S²	0.76
ΔE to the lowest compared entry with this formula, charge and spin	0.00	kJ/mol
lowest unoccupied orbital energy (spin up / spin down)	-3.7 / -6.1	eV
gap between HOMO and LUMO (spin up / spin down)	0.25554 / 0.16878	Eh